one | 21
Properties=species:S:1:pos:R:3 method="wB97M-V/def2-TZVPD" spin_multiplicity=2 mol_weight_da=102.18 orbital_gap_ha="0.096 / 0.349" charge=-1 lumo_ev="4.084 / 4.145" s_squared=0.75
C 0.06 2.45 1.05
N 0.27 1.01 1.17
C -0.23 0.24 0.04
C -0.04 -1.26 0.32
C 0.58 -2.02 -0.85
N 1.96 -1.57 -1.27
C -1.68 0.51 -0.38
H -0.96 2.71 0.76
H 0.75 2.81 0.28
H 0.34 2.97 1.97
H -0.19 0.70 2.01
H 0.37 0.51 -0.82
H -1.02 -1.76 0.30
H 0.45 -1.36 1.28
H 0.05 -1.80 -1.78
H 0.65 -3.08 -0.64
H 2.08 -0.58 -1.10
H 2.64 -2.02 -0.66
H -1.78 1.48 -0.86
H -1.89 -0.19 -1.19
H -2.40 0.25 0.39

=====

two | 21
Properties=species:S:1:pos:R:3 method="wB97M-V/def2-TZVPD" spin_multiplicity=2 mol_weight_da=102.18 orbital_gap_ha="0.175 / 0.227" charge=-1 lumo_ev="3.991 / 3.985" s_squared=0.75
C 1.77 0.36 -2.81
C 0.88 -0.45 -1.86
N -0.34 0.27 -1.65
C -0.25 1.18 -0.47
C -0.63 0.50 0.89
N -1.67 -0.50 0.68
C -1.43 -0.95 1.92
H 2.75 -0.15 -2.81
H 1.96 1.36 -2.39
H 1.40 0.45 -3.84
H 1.40 -0.46 -0.89
H 0.77 -1.50 -2.16
H 0.77 1.60 -0.36
H -0.91 1.99 -0.78
H -1.02 -1.68 5.17
H 0.46 0.08 1.18
H -0.87 1.37 1.61
H -1.07 -0.31 -1.29
H -0.54 -1.53 2.26
H -1.24 -0.94 4.93
H -2.21 -0.70 2.67

=====

three | 21
Properties=species:S:1:pos:R:3 method="wB97M-V/def2-TZVPD" spin_multiplicity=2 mol_weight_da=102.18 orbital_gap_ha="0.096 / 0.321" charge=-1 lumo_ev="4.007 / 3.904" s_squared=0.75
N 2.26 1.42 -0.01
C 1.45 1.14 -1.32
C 0.63 -0.13 -1.06
N -0.41 0.10 0.08
C -1.06 -1.10 0.60
C -0.23 -1.78 1.69
C -1.54 1.05 -0.21
H 1.59 2.18 0.46
H 2.18 0.55 0.39
H 0.78 2.05 -1.64
H 2.14 1.06 -2.09
H 0.03 -0.51 -1.91
H 1.30 -0.99 -0.77
H -1.27 -1.90 -0.16
H -2.10 -0.93 0.97
H 0.68 -2.22 1.31
H -0.93 -2.51 2.13
H -0.01 -1.39 2.64
H -2.31 0.75 -1.04
H -2.12 1.20 0.63
H -1.08 1.94 -0.71

=====

We find one to be the most stable, with the next structure 0.0626 hartree higher.

=====

one | 51
Properties=species:S:1:pos:R:3 method="wB97M-V/def2-TZVPD" mol_weight_da=278.34 orbital_gap_ha=0.329 lumo_ev=0.005
C -0.02 1.69 0.60
N -0.71 0.53 1.29
C -0.73 0.45 2.82
C -2.19 0.01 3.28
C 0.83 1.33 -0.74
N -0.07 1.44 -1.84
C 1.88 3.79 -0.41
C 1.96 2.43 -1.14
H 0.72 2.07 1.26
H -0.73 2.34 0.24
H -1.60 0.50 0.88
H 0.02 -0.45 3.03
H -0.32 1.38 3.39
H -2.41 -0.95 2.91
H -2.22 0.00 4.42
H -2.92 0.79 2.99
H 1.36 0.38 -0.50
H -0.37 0.65 -2.30
H -0.04 2.23 -2.31
H 2.65 4.40 -0.70
H 0.93 4.21 -0.53
H 2.25 3.53 0.57
H 2.98 2.05 -1.07
H 1.92 2.55 -2.27
H 5.21 -0.29 1.37
H 4.13 0.67 2.05
O 4.32 0.01 1.29
H -1.10 -4.02 -0.39
H -1.96 -3.39 -1.47
O -1.17 -4.03 -1.36
H 1.08 -4.84 -1.68
H 2.23 -4.00 -0.90
O 1.96 -4.82 -1.42
H 0.90 -2.14 1.92
H -0.24 -1.32 1.18
O 0.31 -2.18 1.12
H -4.52 -1.49 -2.03
H -5.29 -0.59 -1.31
O -5.20 -1.53 -1.35
H -0.96 -0.94 -2.65
H -1.79 -1.78 -3.45
O -1.76 -1.44 -2.55
H -3.86 1.55 -1.51
H -2.91 0.74 -0.70
O -3.81 0.77 -1.02
H 1.25 -0.68 -2.89
H 1.96 -1.06 -4.23
O 1.14 -0.96 -3.79
H 2.18 -0.17 4.67
H 2.40 -0.03 3.25
O 2.33 0.61 3.97

=====

two | 51
Properties=species:S:1:pos:R:3 method="wB97M-V/def2-TZVPD" mol_weight_da=278.34 orbital_gap_ha=0.315 lumo_ev=-0.302
C -1.15 -0.42 1.34
N -0.81 -0.43 -0.13
C -3.35 -3.04 -1.17
C -2.28 -2.01 -1.54
C -1.00 -1.79 -0.72
C 0.09 -2.34 -1.82
N 1.31 -2.25 -0.92
C 2.33 -1.43 -1.48
H -2.26 -0.75 1.36
H -0.58 -1.01 1.95
H -1.33 0.61 1.62
H 0.06 0.04 -0.24
H -3.96 -3.32 -1.98
H -2.79 -3.83 -0.77
H -3.90 -2.73 -0.27
H -2.02 -2.31 -2.56
H -2.86 -1.10 -1.78
H -0.96 -2.70 -0.06
H 0.10 -1.70 -2.72
H 0.00 -3.51 -2.06
H 1.13 -2.01 0.04
H 2.70 -1.86 -2.47
H 3.19 -1.64 -0.80
H 2.14 -0.28 -1.70
H 0.64 1.65 1.91
H 0.43 2.84 0.89
O 0.01 2.07 1.42
H 0.78 2.07 -2.36
H 0.07 0.59 -2.32
O 0.10 1.47 -2.74
H 0.18 2.17 4.79
H 1.39 2.32 3.82
O 1.12 2.09 4.66
H 3.54 -2.97 2.06
H 3.22 -3.02 0.55
O 3.61 -2.53 1.21
H -3.15 2.18 1.06
H -2.57 1.22 -0.12
O -3.38 1.87 0.16
H 5.09 0.29 0.61
H 4.11 0.35 -0.51
O 5.04 0.29 -0.35
H 2.63 2.89 0.16
H 1.68 3.66 -0.80
O 1.78 2.83 -0.38
H -1.53 2.77 -0.25
H -1.05 3.46 -1.54
O -0.95 3.42 -0.62
H -1.47 2.52 2.20
H -2.90 2.94 2.59
O -2.23 2.37 2.80

=====

We find one to be the most stable, with the next structure 0.0178 hartree higher.

=====

one | 57
Properties=species:S:1:pos:R:3 method="wB97M-V/def2-TZVPD" mol_weight_da=395.46 orbital_gap_ha=0.372 lumo_ev=0.514
C -3.30 -0.75 -2.17
H -2.31 -0.42 -2.48
O -3.10 -1.90 -1.38
C -4.26 -2.64 -1.10
C -5.22 -1.96 -0.11
N -4.52 -1.60 1.10
C -3.98 -0.38 1.23
O -4.27 0.60 0.58
N -3.00 -0.25 2.25
C -2.33 -1.25 2.89
O -2.68 -2.41 2.91
C -1.04 -0.77 3.56
H -1.24 0.08 4.23
H -0.58 -1.60 4.10
O -0.11 -0.38 2.55
C -0.16 0.88 2.10
O -0.92 1.70 2.57
C 0.73 1.12 0.91
C 1.93 0.17 0.87
C 2.74 0.43 -0.41
N 3.88 -0.49 -0.42
C 4.82 -0.55 -1.39
O 4.83 0.17 -2.36
C 5.87 -1.61 -1.13
H 5.40 -2.60 -1.09
H 6.37 -1.42 -0.18
H 6.60 -1.60 -1.93
H 3.94 -1.14 0.35
C 3.22 1.88 -0.42
C 2.02 2.82 -0.38
C 1.21 2.57 0.90
H 0.35 3.24 0.94
H 1.83 2.76 1.78
C 1.14 2.57 -1.60
C 0.65 1.13 -1.59
C -0.16 0.87 -0.32
H -1.03 1.53 -0.28
H -0.52 -0.17 -0.31
C 1.85 0.18 -1.63
H 2.44 0.35 -2.53
H 1.51 -0.86 -1.63
H 0.02 0.95 -2.46
H 1.71 2.76 -2.51
H 0.28 3.25 -1.59
H 2.37 3.86 -0.38
H 3.81 2.05 -1.32
H 3.87 2.06 0.45
H 2.56 0.33 1.75
H 1.58 -0.87 0.88
H -2.64 0.70 2.34
H -4.09 -2.35 1.64
H -6.04 -2.64 0.14
H -5.62 -1.04 -0.53
H -4.82 -2.86 -2.03
H -3.90 -3.58 -0.67
H -3.79 0.05 -1.61
H -3.90 -0.99 -3.06

=====

two | 57
Properties=species:S:1:pos:R:3 method="wB97M-V/def2-TZVPD" mol_weight_da=395.46 orbital_gap_ha=0.211 lumo_ev=-1.186
C 1.09 -1.25 4.27
C 2.22 -1.83 3.44
C 3.40 -0.88 3.45
C 2.64 -3.21 3.92
O 1.75 -2.08 2.04
C 1.40 -1.01 1.29
N 0.92 -1.56 0.04
N 0.78 -0.72 -0.89
C 0.09 -1.25 -2.05
O -0.71 -2.17 -2.08
O 0.43 -0.44 -3.08
C 0.07 -0.87 -4.45
C -1.43 -1.00 -4.60
C 0.71 -2.20 -4.78
C 0.62 0.24 -5.33
O 1.46 0.16 1.62
H 0.24 -1.95 4.29
H 1.42 -1.09 5.30
H 0.77 -0.29 3.85
H 4.23 -1.28 2.85
H 3.10 0.10 3.07
H 3.77 -0.75 4.48
H 3.45 -3.61 3.29
H 3.01 -3.18 4.95
H 1.80 -3.91 3.89
H -1.92 -0.04 -4.38
H -1.68 -1.29 -5.62
H -1.79 -1.77 -3.91
H 1.80 -2.15 -4.66
H 0.30 -2.98 -4.13
H 0.50 -2.47 -5.82
H 1.71 0.34 -5.18
H 0.44 0.04 -6.39
H 0.15 1.20 -5.08
C 2.35 4.20 0.96
C 1.35 3.22 1.52
O 0.27 3.12 0.56
C -0.81 2.45 1.05
C -1.77 2.20 0.02
N -2.90 1.47 0.23
C -3.26 0.98 1.48
C -4.35 0.15 1.61
C -5.15 -0.16 0.51
C -4.82 0.41 -0.73
C -3.72 1.22 -0.86
O -0.89 2.16 2.25
H 3.27 4.12 1.53
H 2.55 4.02 -0.10
H 1.97 5.22 1.08
H 1.78 2.21 1.63
H 0.96 3.56 2.49
H -1.58 2.54 -0.99
H -2.61 1.24 2.30
H -4.55 -0.24 2.61
H -6.01 -0.82 0.61
H -5.42 0.21 -1.62
H -3.39 1.68 -1.79

=====

We find one to be the most stable, with the next structure 0.1988 hartree higher.